Entry 1:
This record from the OMol25 dataset describes a 19-piece molecular cluster, C32H17Cl72NO3S2 overall. The level of theory is ωB97M-V/def2-TZVPD.

```
! RIJCOSX wB97M-V def2-TZVPD def2/J DEFGRID3
* xyz 0 1
O -1.11040 -0.90024 1.06265
C -0.71710 0.08491 0.50748
C -1.26068 0.41022 -0.84901
C -0.96584 1.55983 -1.40527
C -0.13225 2.52393 -0.64736
O -0.04251 3.65738 -1.02501
C 0.61480 2.09661 0.57945
C 1.65609 3.05796 1.05320
C 2.37339 2.63962 2.34196
C 3.69226 3.45605 2.41168
S 5.13199 2.35442 2.58498
C 6.45397 3.59304 2.53721
S 6.56469 4.63540 3.78137
N 7.24589 3.56574 1.42024
C 8.32455 4.55273 1.43026
C 8.86724 4.56693 -0.00538
O 9.57750 3.37340 -0.21551
C 8.72513 2.25903 -0.09947
C 7.86851 2.25809 1.18501
C 0.31439 0.93976 1.13386
H -1.86311 -0.33539 -1.36616
H -1.29524 1.85898 -2.38590
H 2.42352 3.07584 0.27413
H 1.29044 4.07862 1.09968
H 2.66724 1.59372 2.33228
H 1.79268 2.93301 3.21166
H 3.84336 4.03225 1.50217
H 3.69871 4.16190 3.23391
H 9.12450 4.18805 2.07990
H 8.00783 5.55680 1.67889
H 7.98052 4.62144 -0.64848
H 9.48712 5.43951 -0.17334
H 8.04313 2.23824 -0.95486
H 9.32179 1.35544 -0.05034
H 8.44942 1.91713 2.04820
H 7.09571 1.50650 1.02820
H 0.82863 0.62169 2.02474
C 2.92102 7.59065 3.37035
Cl 4.45868 7.33872 2.53116
Cl 2.26942 9.17609 2.93952
Cl 1.76446 6.33513 2.89657
Cl 3.18927 7.50536 5.10991
C -5.28426 -2.08796 -1.22896
Cl -3.82397 -1.08913 -1.10663
Cl -5.21137 -3.03695 -2.71816
Cl -5.36448 -3.16117 0.16541
Cl -6.71416 -1.06689 -1.25452
C -5.33088 -8.10143 -2.45198
Cl -3.74450 -7.33846 -2.30325
Cl -5.49486 -8.77554 -4.08191
Cl -5.47038 -9.40888 -1.26920
Cl -6.59095 -6.90895 -2.14647
C -9.95420 -7.47187 -4.89892
Cl -8.24289 -7.83596 -4.70726
Cl -10.22459 -5.71444 -5.00219
Cl -10.54016 -8.22727 -6.38742
Cl -10.84000 -8.11796 -3.51158
C 3.07376 11.43750 6.44910
Cl 1.83313 10.43234 7.20637
Cl 3.26278 12.93432 7.37515
Cl 4.61169 10.56813 6.42871
Cl 2.59018 11.82288 4.79360
C 4.36266 16.69138 8.77556
Cl 3.98579 18.04290 9.85072
Cl 6.09276 16.68707 8.41663
Cl 3.92255 15.17248 9.57127
Cl 3.45641 16.85996 7.27026
C -6.11449 -6.93276 2.75910
Cl -7.31380 -5.69177 2.37420
Cl -4.53313 -6.17469 2.97515
Cl -6.58250 -7.76214 4.24882
Cl -6.03081 -8.09646 1.43185
C -0.01928 -3.94077 -1.42132
Cl 1.49306 -3.02737 -1.30267
Cl -0.02097 -4.88585 -2.91750
Cl -0.17570 -5.02971 -0.04036
Cl -1.37735 -2.81307 -1.42884
C 4.57447 16.07082 3.52544
Cl 6.02435 17.07416 3.64922
Cl 4.65664 15.09326 2.05436
Cl 4.46723 15.01433 4.93327
Cl 3.14361 17.10951 3.46327
C -8.22470 -1.85990 -5.83779
Cl -7.08734 -1.32884 -7.08944
Cl -7.92030 -0.90784 -4.36481
Cl -9.88176 -1.56936 -6.38467
Cl -8.01927 -3.60887 -5.55647
C -5.05364 -13.01793 0.26009
Cl -3.48017 -12.22552 0.39443
Cl -5.23273 -13.70388 -1.35783
Cl -5.17313 -14.30393 1.46502
Cl -6.33338 -11.82935 0.53822
C -4.16199 -10.71038 -7.50206
Cl -4.40952 -12.42795 -7.83509
Cl -2.82673 -10.51509 -6.36060
Cl -3.78696 -9.86261 -8.99973
Cl -5.63030 -10.02896 -6.80509
C -10.59889 0.08884 0.23813
Cl -9.75716 -1.08189 1.25923
Cl -11.34418 -0.74857 -1.12753
Cl -11.84651 0.90763 1.18296
Cl -9.44029 1.27948 -0.36575
C 4.18483 -5.28477 0.50097
Cl 4.96475 -6.49393 1.52537
Cl 3.36480 -6.09374 -0.83980
Cl 3.00963 -4.37356 1.45581
Cl 5.40699 -4.17730 -0.13828
C -1.35910 -6.30120 -10.19559
Cl -0.53874 -7.65672 -9.40903
Cl -2.22226 -6.88539 -11.62412
Cl -2.52047 -5.57058 -9.07030
Cl -0.16894 -5.08922 -10.68000
C 7.83778 -7.31875 4.30824
Cl 7.17978 -8.69298 3.41076
Cl 9.09397 -7.88520 5.41377
Cl 8.53026 -6.15408 3.17414
Cl 6.54393 -6.54573 5.22998
C 3.92087 3.66123 7.31905
Cl 3.18054 4.24980 5.82880
Cl 4.97329 4.91779 7.98176
Cl 2.65719 3.27012 8.49225
Cl 4.87346 2.21591 6.97141
C -5.60871 -2.48296 -10.54379
Cl -5.00286 -1.11409 -9.59406
Cl -5.89362 -1.96331 -12.20955
Cl -4.41062 -3.78171 -10.53276
Cl -7.12830 -3.06515 -9.84193
*
```

Values from the calculation:
- HOMO energy (eV) = -8.41

---

Entry 2:
This record from the OMol25 dataset describes C32H20BaF5N5S3Sb as an isolated structure. The level of theory is ωB97M-V/def2-TZVPD.

```
! RIJCOSX wB97M-V def2-TZVPD def2/J DEFGRID3
* xyz -1 1
Ba -0.58092 -0.67391 0.70961
C -4.11058 -2.86529 0.50186
C -3.53305 -2.71973 -0.87172
C -4.19909 -3.17541 -2.00206
C -3.61015 -3.00007 -3.24139
C -2.37490 -2.38298 -3.31832
C -1.75890 -1.94517 -2.14616
N -2.34248 -2.11677 -0.96169
Sb 0.19946 -1.02950 -2.64004
C -0.90109 0.87667 -2.60794
C -1.26390 1.53391 -3.78096
C -1.97745 2.71662 -3.69740
C -2.30530 3.21912 -2.44863
C -1.91007 2.52053 -1.31485
C -2.21772 3.00220 0.07050
N -1.22710 1.37405 -1.40698
C 1.80759 -0.07356 -1.48763
C 2.97224 -0.07406 -2.25128
C 4.14012 0.42993 -1.70413
C 4.11837 0.91794 -0.41218
C 2.92002 0.90517 0.29151
C 2.82399 1.36431 1.71086
N 1.79193 0.43854 -0.25648
H -4.93966 -3.57147 0.50763
H -3.34734 -3.20757 1.20123
H -4.47109 -1.90099 0.86648
H -5.15865 -3.66405 -1.90082
H -4.10385 -3.35275 -4.13917
H -1.88187 -2.25261 -4.27429
H -0.98612 1.11627 -4.74077
H -2.27517 3.24620 -4.59475
H -2.86018 4.14253 -2.34830
H -2.80262 3.92051 0.05133
H -2.77276 2.23560 0.61838
H -1.29035 3.18737 0.61761
H 2.97238 -0.49994 -3.24727
H 5.06410 0.41101 -2.26934
H 5.01872 1.28661 0.06058
H 3.75423 1.81857 2.04856
H 2.01059 2.07927 1.83211
H 2.59887 0.49766 2.34238
S 1.56774 -2.15670 2.43959
C 2.73804 -2.41427 1.17179
C 4.08892 -2.18582 1.49121
C 5.11472 -2.34694 0.57875
C 6.46058 -2.02414 0.95622
N 7.53939 -1.75295 1.24918
C 4.81770 -2.78885 -0.72023
C 3.49392 -3.03358 -1.04907
C 2.44225 -2.83500 -0.15655
S 0.80428 -3.11884 -0.75179
C 5.82849 -2.91730 -1.72447
N 6.61414 -3.01374 -2.56042
H 4.31769 -1.85955 2.49670
H 3.25809 -3.37030 -2.05106
F -1.89972 4.86184 5.57405
C -2.18666 3.75706 4.87056
C -3.46738 3.23302 4.87875
F -4.41754 3.84230 5.60349
C -3.76785 2.10225 4.14132
F -5.03075 1.65721 4.18639
C -2.82356 1.42419 3.36502
S -3.20410 0.01589 2.41404
C -1.54772 1.99582 3.38930
F -0.54252 1.44496 2.66260
C -1.21652 3.12752 4.10955
F 0.02813 3.62116 4.06900
*
```

Values from the calculation:
- energy relative to the best compared isomer or geometry (same formula, charge and spin) (kcal/mol) = 4.5
- HOMO energy (eV) = -4.70

---

Entry 3:
This record from the OMol25 dataset describes C32H20BrI2NO5PTa as an isolated structure. The level of theory is ωB97M-V/def2-TZVPD.

```
! RIJCOSX wB97M-V def2-TZVPD def2/J DEFGRID3
* xyz 2 1
Ta 0.53404 -1.63306 0.62904
O -2.78389 -6.86160 0.69966
C -2.19615 -5.85956 0.72798
C -1.69906 -5.10197 -0.53001
O -1.89392 -5.39305 -1.65031
C -0.91034 -4.01786 0.07236
C -0.94500 -3.93391 1.39227
O -0.37550 -2.84874 1.82412
C -1.70957 -5.06033 1.99971
O -1.99367 -5.37617 3.11458
O -0.34474 -2.94010 -0.51030
I -1.42239 -0.09771 2.33264
C -0.67610 1.82938 2.13131
C -0.30106 2.48580 3.25107
C -0.07368 3.89124 3.22471
C -0.36734 4.58481 2.09441
C -0.79113 3.91430 0.91929
C -1.21418 4.59684 -0.25440
C -1.85019 3.93462 -1.28813
C -1.67631 2.51674 -1.38982
C -1.07873 1.84842 -0.34942
P -0.31339 0.33239 -0.94670
C -1.42052 -0.69533 -1.92360
C -2.76306 -0.91939 -1.49377
C -3.52560 -1.85132 -2.13072
C -3.00940 -2.52578 -3.23383
C -1.73251 -2.29019 -3.70212
C -0.92046 -1.42399 -3.00902
C 0.93907 1.09450 -2.04542
C 2.06354 1.70606 -1.43502
C 2.96923 2.44106 -2.18580
C 2.70764 2.68262 -3.52440
C 1.57024 2.08759 -4.07334
C 0.69817 1.30378 -3.36495
C -0.85264 2.51335 0.90542
H -0.22062 1.96535 4.18495
H 0.24467 4.37484 4.15408
H -0.28862 5.59522 2.10917
H -1.22957 5.65893 -0.13454
H -2.40891 4.42054 -2.09687
H -2.08666 2.02131 -2.25895
H -3.20804 -0.43796 -0.64393
H -4.58169 -2.01910 -1.81868
H -3.64434 -3.27421 -3.68448
H -1.33350 -2.93854 -4.49236
H 0.13493 -1.40700 -3.26337
H 2.21584 1.49753 -0.35153
H 3.86818 2.80094 -1.72711
H 3.37426 3.25675 -4.12552
H 1.41368 2.13088 -5.17529
H -0.18694 0.94553 -3.93150
Br 2.63451 -3.79628 2.56284
C 2.67129 -2.01373 2.99422
C 3.66867 -1.58768 3.86652
C 3.74111 -0.23722 4.25852
C 2.87906 0.62647 3.63843
C 2.01454 0.14452 2.68577
N 1.88745 -1.15807 2.37848
H 4.29208 -2.32250 4.30041
H 4.47413 0.03003 5.01084
H 2.91256 1.71656 3.86319
H 1.39320 0.84515 2.14268
I 2.72730 -1.77172 -0.72345
*
```

Values from the calculation:
- energy relative to the best compared isomer or geometry (same formula, charge and spin) (kcal/mol) = 33.3
- HOMO energy (eV) = -13.86

---

Entry 4:
This record from the OMol25 dataset describes C32H20BrIIrN3O2 as an isolated structure. The level of theory is ωB97M-V/def2-TZVPD.

```
! RIJCOSX wB97M-V def2-TZVPD def2/J DEFGRID3
* xyz 0 1
Ir 0.27746 -0.09947 0.30612
O -4.96289 -3.49414 -1.77662
C -3.97754 -4.12533 -1.44853
O -3.55079 -5.25332 -1.59234
C -2.95550 -3.21654 -0.61279
C -1.64864 -3.63031 -0.43312
C -0.76625 -2.77361 0.21815
N -1.18082 -1.53518 0.61592
C -2.48952 -1.18333 0.53809
C -3.40213 -2.00447 -0.10023
C -2.81330 0.09510 1.13670
C -4.10789 0.62494 1.19614
C -4.31227 1.83983 1.80586
C -3.22417 2.49953 2.37307
C -1.97514 1.91644 2.26730
N -1.75671 0.76735 1.65042
C 0.61110 -3.06319 0.52616
C 1.17208 -4.34615 0.46535
C 2.48840 -4.53583 0.81207
C 3.23573 -3.43426 1.24328
C 2.62138 -2.19933 1.28383
N 1.35941 -1.99066 0.92559
H -1.32656 -4.58393 -0.81678
H -4.43225 -1.71698 -0.22158
H -4.93803 0.08738 0.76563
H -5.30088 2.27173 1.85063
H -3.35184 3.44595 2.87174
H -1.11135 2.40201 2.70076
H 0.56127 -5.17599 0.15403
H 2.93600 -5.51607 0.76116
H 4.26964 -3.54155 1.52910
H 3.16960 -1.32570 1.61239
I 1.67057 -0.88901 -2.20692
C 3.15854 0.50251 -1.54080
C 4.25784 0.59447 -2.35133
C 5.31638 1.44249 -2.01165
C 5.23228 2.18979 -0.87210
C 4.09544 2.12615 -0.03866
C 4.02146 2.93656 1.11171
C 2.92871 2.88883 1.92814
C 1.87748 2.01246 1.63159
C 1.87724 1.18674 0.52211
C 3.00898 1.24683 -0.35033
H 4.30570 0.00821 -3.25544
H 6.18015 1.49152 -2.65648
H 6.03625 2.85073 -0.58536
H 4.84414 3.59917 1.33326
H 2.86760 3.51597 2.80549
H 1.03566 1.99221 2.31186
Br -4.25876 3.58619 -2.89082
C -2.78470 2.64347 -2.13601
C -2.62460 1.29887 -2.41560
C -1.59660 0.60630 -1.80000
C -0.74044 1.22775 -0.88559
C -0.88440 2.59984 -0.69179
C -1.90227 3.30956 -1.30462
H -3.29918 0.78806 -3.08640
H -1.50440 -0.45028 -2.02519
H -0.21511 3.12485 -0.02826
H -2.02156 4.36482 -1.11833
*
```

Values from the calculation:
- HOMO energy (alpha / beta) (eV) = -7.90 / -7.90

---

Entry 5:
This record from the OMol25 dataset describes C32H20MnN2O4 as an isolated structure. The level of theory is ωB97M-V/def2-TZVPD.

```
! RIJCOSX wB97M-V def2-TZVPD def2/J DEFGRID3
* xyz -1 5
Mn -0.45405 -0.52390 0.05811
O -2.30401 -4.34362 0.90938
C -1.99621 -3.15596 0.81144
O -0.88697 -2.58206 1.02963
C -3.08426 -2.18730 0.34994
C -4.44117 -2.46719 0.30743
C -5.31609 -1.42698 0.01924
C -4.83028 -0.13987 -0.18665
C -3.46007 0.04468 -0.13747
N -2.63898 -0.97071 0.08181
C -2.75951 1.39810 -0.18603
O -3.43378 2.40017 -0.38767
O -1.50198 1.31541 0.03000
H -4.76997 -3.47450 0.52026
H -6.38372 -1.61179 -0.01214
H -5.46857 0.71444 -0.36134
C 2.70787 -3.28034 -1.09815
C 3.65700 -3.04262 -0.10549
C 3.42301 -2.05429 0.83247
C 2.24060 -1.31014 0.77643
C 1.28437 -1.54417 -0.20711
C 1.53953 -2.53649 -1.14845
C 1.93362 -0.27515 1.78897
C 2.95193 0.30093 2.60377
C 2.62622 1.27232 3.48807
C 1.27776 1.67999 3.63120
C 0.87200 2.65513 4.57385
C -0.44564 2.97872 4.70289
C -1.41090 2.32814 3.89781
C -1.04327 1.39417 2.97466
C 0.32212 1.06134 2.80779
N 0.68136 0.12145 1.87478
H 2.88376 -4.05526 -1.83569
H 4.56486 -3.63088 -0.06088
H 4.14672 -1.88287 1.62025
H 0.81765 -2.73197 -1.93230
H 3.97494 -0.02008 2.47842
H 3.38933 1.74573 4.09673
H 1.62686 3.13028 5.18993
H -0.75558 3.72665 5.42128
H -2.45779 2.57906 4.00982
H -1.77514 0.90362 2.35180
C 2.62510 2.67051 -3.45926
C 2.56156 2.41634 -2.06854
C 1.66469 1.51034 -1.58126
C 0.77794 0.80411 -2.43629
C -0.16331 -0.14098 -1.93387
C -1.00665 -0.75865 -2.81687
C -0.95139 -0.49167 -4.20938
C -0.05024 0.40098 -4.70439
C 0.83776 1.07457 -3.82429
C 1.78315 2.01574 -4.30936
H 3.33857 3.38818 -3.84620
H 3.22189 2.94369 -1.39117
H 1.61241 1.32309 -0.51543
H -1.73570 -1.48077 -2.46273
H -1.63621 -1.00245 -4.87709
H -0.00235 0.61721 -5.76601
H 1.81923 2.20759 -5.37664
*
```

Values from the calculation:
- energy relative to the best compared isomer or geometry (same formula, charge and spin) (kcal/mol) = 0.0
- HOMO energy (alpha / beta) (eV) = -5.25 / -5.31

---

Entry 6:
This record from the OMol25 dataset describes C32H21BrF9N2PS2W as an isolated structure. The level of theory is ωB97M-V/def2-TZVPD.

```
! RIJCOSX wB97M-V def2-TZVPD def2/J DEFGRID3
* xyz 0 3
W -2.09755 0.62168 0.89924
S -1.91940 2.34941 -0.80323
C -3.28248 1.60136 -1.79764
C -3.24659 1.52299 -3.19015
C -4.35571 0.91303 -3.88911
C -4.39815 0.81860 -5.31046
N -4.43315 0.66861 -6.48957
C -5.55141 0.57923 -3.18758
C -5.40260 0.36905 -1.83061
C -4.31669 0.86956 -1.10964
S -4.36676 0.75814 0.65026
C -6.70204 0.44843 -4.00795
N -7.69483 0.43152 -4.61437
H -2.44370 1.86391 -3.80142
H -6.30152 -0.06500 -1.32084
F -0.63924 -0.71151 6.14214
C -1.10722 0.02002 5.07380
C -1.06314 1.41035 4.98778
F -0.80752 2.02517 6.18122
C -1.24463 2.14465 3.80203
F -1.29185 3.47166 3.93760
C -1.63498 1.42234 2.68968
P 0.74518 0.87834 0.54379
C 1.79762 -0.26123 1.51104
C 1.83734 -1.66105 1.16012
C 2.43792 -2.59241 2.02507
C 2.76895 -2.19261 3.34638
C 2.48677 -0.89313 3.77307
C 1.93979 0.01738 2.87265
C 1.74888 2.44476 0.87994
C 1.24828 3.76954 0.93526
C 2.15222 4.76844 1.30954
C 3.50835 4.53819 1.50676
C 4.00803 3.26554 1.29951
C 3.08161 2.25612 1.04657
C -1.76039 0.03709 2.87851
Br -1.57947 -1.55008 -0.00996
C -1.47297 -0.69821 3.96891
F -1.44706 -2.03864 3.99622
H 1.43497 -2.00565 0.22101
H 2.57308 -3.65491 1.71012
H 3.07499 -2.99523 4.01976
H 2.64545 -0.53127 4.77474
H 1.58419 1.01800 3.17260
H 0.23297 4.02952 0.75833
H 1.85491 5.84806 1.27280
H 4.17175 5.37456 1.75233
H 5.02028 2.99731 1.43148
H 3.51381 1.28381 0.86193
F -1.04364 -7.75493 -3.84342
C -2.00029 -6.94512 -3.33382
F -2.36971 -7.46078 -2.13543
C -1.30118 -5.58645 -3.08500
F -2.20452 -4.69596 -2.59082
F -0.73048 -5.02388 -4.15145
F -0.32812 -5.81131 -2.10342
C 3.43959 0.68362 -2.58810
C 2.70265 0.02974 -1.37999
C 2.82267 -1.46883 -1.70542
C 1.26484 0.57415 -1.17437
H 4.49080 0.49717 -2.32066
H 3.19928 1.73584 -2.70270
H 3.18323 0.20524 -3.56791
H 3.34903 0.21472 -0.48957
H 3.44719 -1.54704 -2.61187
H 1.84874 -1.87284 -2.03100
H 3.28460 -2.11549 -0.94232
H 1.12373 1.50510 -1.77220
H 0.51528 -0.14843 -1.50020
*
```

Values from the calculation:
- HOMO energy (alpha / beta) (eV) = -7.95 / -8.81

---

| no. | largest force on an atom (eV/Å) |
| --- | --- |
| 1 | 1.7 |
| 2 | 0.7 |
| 3 | 3.0 |
| 4 | 2.3 |
| 5 | 0.4 |
| 6 | 4.7 |